DFT (wB97M-V/def2-TZVPD) results for 5 unconnected molecules or ions with the total composition C22H53Br4O12P3 in a non-equilibrium geometry.

Values from the calculation:
SMILES string: CCOP(=O)(OCC)OCC.CCOP(=O)(OCC)OCC.CCOP(=O)(OCC)OCC.BrCCBr.BrCCBr
LUMO level (eV): 0.5
Charge: 0
Relative energy (zero: lowest compared OMol25 entry of this formula, charge and spin) (kcal per mole): 0.0

Each line ends with the Mulliken charge.
Element x y z (Å)
C  -5.6570  0.1682  -0.3766  -0.9246
C  -4.5919  -0.0781  -1.4208  0.1359
O  -4.7378  -1.3055  -2.1557  -0.4408
P  -4.2747  -2.7285  -1.6863  0.6832
O  -2.9288  -2.9642  -1.1809  -0.3882
O  -4.5904  -3.6568  -2.9324  -0.1136
C  -5.9309  -3.7345  -3.4744  -0.0066
C  -5.8099  -4.8864  -4.4116  -1.2085
O  -5.3580  -2.9702  -0.5453  -0.2202
C  -5.2940  -4.1333  0.2772  -0.1272
C  -6.1961  -4.0474  1.4677  -1.3170
H  -6.6129  0.3531  -0.8615  0.2816
H  -5.7622  -0.7522  0.2473  0.1075
H  -5.3658  0.9837  0.2335  0.3916
H  -4.5008  0.8019  -2.0767  0.3444
H  -3.6167  -0.1946  -0.9043  -0.1347
H  -6.6416  -4.0038  -2.6829  0.2399
H  -6.1682  -2.7539  -3.9436  0.2271
H  -6.6989  -5.1163  -5.0038  0.3957
H  -5.0087  -4.7558  -5.1176  0.3007
H  -5.5075  -5.8517  -3.8735  0.2174
H  -5.6625  -4.9300  -0.4145  0.1963
H  -4.2621  -4.2726  0.5551  0.3529
H  -7.1740  -3.7950  1.0701  0.2999
H  -6.1709  -5.0259  1.8810  0.4403
H  -5.8561  -3.2724  2.1572  0.3084
C  2.0636  4.0154  0.5750  -0.3133
C  0.8221  3.3198  1.1402  0.1622
O  0.3942  3.8118  2.4751  -0.3466
P  0.5862  2.9407  3.7603  0.9464
O  0.8741  1.5484  3.4072  -0.5511
O  1.6766  3.7015  4.5780  -0.3692
C  2.2754  3.3070  5.8332  -0.4344
C  3.6026  2.5796  5.6826  -0.8050
O  -0.8067  3.2588  4.5248  -0.4169
C  -2.0248  2.5499  3.9423  -0.2253
C  -2.4784  3.1165  2.6341  -0.6047
H  2.4288  3.3027  -0.2082  -0.2862
H  1.8722  5.0207  0.1947  0.4277
H  2.9152  4.0832  1.3405  0.1655
H  -0.0466  3.2861  0.4792  0.2867
H  1.1402  2.2808  1.2714  -0.0538
H  2.3510  4.2670  6.3999  0.3289
H  1.5088  2.7315  6.3142  0.3656
H  4.4025  3.2404  5.1563  0.2205
H  3.9016  2.2561  6.6951  0.3791
H  3.5218  1.7205  5.0114  0.1619
H  -1.8004  1.4852  3.7696  0.2160
H  -2.7871  2.7424  4.6859  0.3327
H  -3.4530  2.6554  2.4471  0.3274
H  -2.6023  4.2133  2.7323  0.3128
H  -1.7666  3.0713  1.8526  -0.0559
C  5.3755  1.4256  1.9980  -0.8689
C  4.1698  0.6401  1.4930  0.0162
O  3.8627  0.9743  0.0816  0.5446
P  4.9196  0.7951  -1.0905  0.3292
O  5.8587  -0.2836  -0.9286  -0.8541
O  3.9577  0.6246  -2.2999  -0.2850
C  2.8489  1.5152  -2.5025  0.7634
C  2.8421  2.1165  -3.8415  -1.4688
O  5.5295  2.2656  -1.3080  -0.2202
C  6.6263  2.3760  -2.2963  -0.3068
C  8.0011  1.8326  -1.7792  -1.1430
H  6.0217  1.3637  1.1033  0.2237
H  5.0864  2.4533  2.2238  0.2166
H  5.8435  0.9905  2.8774  0.3863
H  4.2526  -0.4250  1.5222  0.3098
H  3.2504  1.0215  1.9448  -0.1479
H  1.9683  0.8154  -2.4413  -0.0371
H  2.6935  2.2983  -1.7784  -0.2865
H  2.8879  1.3804  -4.6668  0.3303
H  1.8023  2.5833  -3.9312  0.3164
H  3.6220  2.8417  -3.9721  0.3633
H  6.2735  1.8174  -3.1849  0.3128
H  6.6555  3.4310  -2.5837  0.3362
H  8.0233  0.7272  -1.7584  0.2835
H  8.7772  2.1666  -2.5015  0.4163
H  8.4060  2.2863  -0.8445  0.2714
Br  0.6836  -3.2450  -3.4206  -0.1745
C  -0.6837  -4.5872  -3.8222  -0.0953
C  -0.5913  -5.6553  -2.6970  -0.5319
Br  -2.2055  -6.7285  -2.3939  -0.1942
H  -0.5519  -4.9496  -4.8906  0.3478
H  -1.5665  -3.9959  -3.7689  -0.0489
H  -0.4449  -5.1187  -1.7648  0.2574
H  0.3070  -6.2891  -2.8037  0.3927
Br  -0.6498  0.8279  -0.9763  -0.1965
C  -0.1901  -0.9067  -0.2130  -0.3439
C  -0.4239  -0.8148  1.3198  -0.4012
Br  -0.5150  -2.6543  2.0541  -0.2029
H  0.8262  -1.1699  -0.3544  0.5914
H  -0.8692  -1.5616  -0.7054  0.1933
H  -1.3576  -0.3412  1.6561  0.3160
H  0.4842  -0.4277  1.7245  0.0769

Cartesian forces (eV/Å) of the 2 atoms listed first:
C -0.53 -2.13 -0.50
C 1.64 0.01 1.23



DFT (wB97M-V/def2-TZVPD) results for a molecular structure, C22H54ClLiO12 in a non-equilibrium geometry.

Values from the calculation:
LUMO level (eV): -0.5
Charge: 0

Each line ends with the Mulliken charge.
Element x y z (Å)
Li  -10.2817  -13.4179  9.8126  1.0192
Cl  -10.7784  -12.6006  12.2237  1.8804
O  -11.9539  -12.8578  12.9911  -1.2446
O  -9.6060  -12.6736  13.0835  -0.7083
O  -10.7681  -13.5461  11.1336  -0.9933
O  -10.8331  -11.2848  11.6463  0.1829
C  -13.7822  -14.0225  16.9260  -0.7430
C  -13.4053  -13.9719  15.4720  -0.5358
C  -12.2782  -12.9897  15.3464  1.6387
O  -11.6253  -13.0749  16.6098  -0.5937
C  -12.6807  -13.2663  17.5956  -0.8574
H  -13.7922  -15.0485  17.2940  0.3162
H  -14.7589  -13.5475  17.0179  0.2943
H  -14.2189  -13.6634  14.8155  0.4168
H  -13.0962  -14.9427  15.0845  0.5210
H  -12.6068  -11.9969  15.0389  1.1187
H  -11.5695  -13.2937  14.5761  -0.8828
H  -12.9747  -12.2423  17.8260  0.3620
H  -12.3804  -13.7684  18.5152  0.3797
C  -14.8176  -10.7123  13.6306  -1.3507
C  -13.8639  -11.7546  13.0866  0.8053
C  -13.3728  -11.1506  11.8686  2.0402
O  -14.5095  -10.6293  11.3270  -0.6398
C  -15.3705  -10.0619  12.3565  -0.9888
H  -14.2563  -9.9477  14.1676  0.0900
H  -15.5073  -11.2633  14.2700  0.6264
H  -14.3466  -12.7234  12.9574  0.9733
H  -13.1002  -12.0298  13.8140  -2.4875
H  -12.8301  -11.8678  11.2528  -0.1882
H  -12.7351  -10.2822  12.0341  -1.4241
H  -16.4313  -10.3126  12.3620  0.4551
H  -15.2891  -8.9912  12.5436  0.3270
C  -11.7764  -6.8841  10.5546  -0.8718
C  -12.1165  -8.3930  10.5754  -0.4324
C  -10.8452  -9.0605  11.1860  0.0920
O  -10.5550  -8.0664  12.2351  -0.3015
C  -10.8180  -6.7162  11.7449  -0.7112
H  -12.6069  -6.1864  10.6623  0.3846
H  -11.3091  -6.6974  9.5877  0.3761
H  -12.2486  -8.6981  9.5374  0.2704
H  -12.9854  -8.4605  11.2299  -0.1816
H  -10.0800  -9.0722  10.4098  1.0096
H  -11.2842  -10.0182  11.4657  0.0446
H  -9.9970  -6.0695  11.4354  0.1894
H  -11.3796  -6.1988  12.5227  0.3704
C  -12.2578  -11.6422  9.1873  -1.0692
C  -10.8597  -11.1517  8.9072  0.0772
O  -9.8837  -12.1264  9.2252  -0.7920
H  -12.4009  -11.8826  10.2407  0.2642
H  -12.4640  -12.5171  8.5708  0.4206
H  -12.8835  -10.7744  8.9785  0.5504
H  -10.7565  -10.2203  9.4640  0.3970
H  -10.7452  -10.8621  7.8626  0.5763
H  -9.0830  -11.8282  8.7874  0.4029
C  -11.6662  -8.6373  14.7313  -1.4526
C  -11.8179  -9.8100  13.8220  1.0133
O  -10.5426  -10.0101  13.2258  -0.8219
H  -10.7245  -8.8024  15.2548  0.3973
H  -12.4542  -8.5017  15.4722  0.3512
H  -11.6179  -7.7569  14.0905  0.0473
H  -12.5390  -9.4804  13.0740  0.2072
H  -12.1905  -10.7688  14.1823  0.2965
H  -10.6063  -10.8644  12.7927  -1.9004
C  -11.0182  -16.0478  10.3625  -0.3371
C  -10.2295  -15.6784  9.0835  -0.5000
O  -10.5951  -14.4145  8.5126  -0.4394
H  -10.6049  -16.9356  10.8411  0.4502
H  -12.0844  -16.2536  10.2681  0.3039
H  -10.9492  -15.2771  11.1301  -0.2202
H  -10.5299  -16.3409  8.2717  0.4007
H  -9.1429  -15.7443  9.0272  0.2926
H  -10.8882  -14.5404  7.6071  0.2554
C  -11.5924  -15.7074  14.6394  -0.5250
C  -10.1303  -15.7320  14.2481  -0.2780
O  -9.6125  -14.5238  14.6186  -0.6317
H  -11.6747  -15.5994  15.7209  0.2570
H  -12.1557  -16.5762  14.2987  0.4793
H  -12.1856  -14.9384  14.1445  -0.0056
H  -9.9934  -15.9224  13.1836  -0.1039
H  -9.7150  -16.5949  14.7686  0.5099
H  -10.0122  -13.8832  14.0258  0.3477
C  -8.5441  -10.1665  10.4490  -1.4950
C  -8.3646  -10.0230  11.9976  0.1864
O  -8.6523  -8.7170  12.2545  -0.4798
H  -7.9428  -9.5610  9.7709  0.1583
H  -9.6082  -10.1123  10.2193  0.1359
H  -8.1926  -11.1626  10.1800  0.4666
H  -7.4963  -10.5393  12.4071  0.4328
H  -9.2158  -10.5357  12.4454  0.9111
H  -8.0361  -8.2090  11.7218  0.4151

Cartesian forces (eV/Å) of the 2 atoms listed first:
Li 1.27 -2.91 -4.07
Cl 0.45 -2.37 1.74



no.,E_tot (a.u.)
1,-13093.32929
2,-2240.15593